Entry 1:
# C3H3N3

C3H3N3 in the gas phase in a non-equilibrium geometry (wB97M-V/def2-TZVPD, the OMol25 dataset).

Properties
Energy ... -280.2090 Eh
Lowest unoccupied orbital energy (alpha / beta) ... -0.763 / -1.783 eV
HOMO (alpha / beta) ... -0.396 / -0.304 Ha

CARTESIAN COORDINATES (ANGSTROEM)
N1 0.304755 1.244147 0.062779
C1 -0.293504 -0.661098 0.430144
C2 -0.786700 0.375626 -0.473888
N2 -1.697238 0.505423 -1.268357
C3 0.599435 -1.687577 0.018551
N3 1.367058 -2.485580 -0.331061
H1 0.076728 2.048708 0.645628
H2 1.123679 1.393513 -0.523973
H3 -0.694211 -0.733162 1.440176

Force components x, y, z for each atom (eV/Å):
-0.24 1.91 -0.91
-0.78 -3.35 0.02
3.02 0.16 2.45
-0.76 0.43 -0.80
-0.40 0.44 -0.09
-0.27 0.32 0.18
-0.21 -0.11 -0.48
-0.42 -0.02 -0.06
0.06 0.22 -0.30

Entry 2:
# C3H3N3O

C3H3N3O in the gas phase (wB97M-V/def2-TZVPD, the OMol25 dataset).

Properties
SMILES ... O=c1nccn[nH]1
Energy ... -355.5956 Eh
Lowest unoccupied orbital energy ... -0.514 eV
HOMO ... -0.362 Ha

CARTESIAN COORDINATES (ANGSTROEM)
O1 2.280023 -1.112696 -0.190817
C1 1.190258 -0.663119 0.066986
N1 0.007734 -1.410181 0.151965
C2 -1.098511 -0.770416 -0.077493
C3 -1.165152 0.670577 -0.082834
N2 -0.120552 1.376896 0.229306
N3 1.021991 0.713242 0.291531
H1 -1.996029 -1.378350 -0.267994
H2 -1.965820 1.279792 -0.473504
H3 1.846061 1.294252 0.352855

Force components x, y, z for each atom (eV/Å):
-0.29 0.04 0.25
0.01 0.17 0.13
-0.13 0.20 -0.64
0.25 -0.02 -0.10
0.34 0.20 -0.35
0.06 -0.19 -0.91
0.05 -0.26 0.54
0.27 0.35 0.38
-0.61 -0.34 0.58
0.04 -0.14 0.13

Entry 3:
# C3H3N3O

C3H3N3O in the gas phase in a non-equilibrium geometry (wB97M-V/def2-TZVPD, the OMol25 dataset).

Properties
SMILES ... CN(C#N)N=C=O
Energy ... -355.5251 Eh
Lowest unoccupied orbital energy ... -0.714 eV
HOMO ... -0.339 Ha

CARTESIAN COORDINATES (ANGSTROEM)
C1 -0.813898 -1.200180 0.361285
N1 -0.095548 0.053874 0.297668
C2 1.254823 0.167748 0.496441
N2 2.289234 -0.006702 0.993729
N3 -0.532668 0.951976 -0.626836
C3 0.276205 1.836795 -0.995797
O1 0.620688 2.717098 -1.676756
H1 -0.416254 -1.772794 1.196764
H2 -0.714132 -1.778906 -0.561340
H3 -1.868452 -0.968911 0.514840

Force components x, y, z for each atom (eV/Å):
0.14 -0.24 -0.19
2.14 -0.02 1.19
-1.13 -2.37 1.77
0.06 0.64 -0.73
0.82 1.92 -1.03
-3.01 0.25 -2.09
0.94 -0.23 0.98
-0.12 0.05 -0.02
0.04 0.00 0.01
0.11 -0.01 0.10

Entry 4:
# C3H3N3O

A molecular structure, C3H3N3O in a non-equilibrium geometry (wB97M-V/def2-TZVPD, the OMol25 dataset).

Properties
Energy ... -355.5658 Eh
Lowest unoccupied orbital energy ... -0.035 eV
HOMO ... -0.372 Ha

CARTESIAN COORDINATES (ANGSTROEM)
O1 2.520480 0.361800 -0.345534
C1 1.737006 -0.347396 0.222361
N1 0.347344 -0.147908 0.123912
C2 -0.298918 1.009513 -0.216601
N2 -1.573517 0.924259 0.024832
C3 -1.700017 -0.418264 0.183145
N3 -0.588008 -1.091783 0.439546
H1 1.997223 -1.182138 0.889727
H2 0.067536 1.736304 -0.919084
H3 -2.509131 -0.844391 -0.402306

Force components x, y, z for each atom (eV/Å):
-0.29 -0.27 0.26
0.16 0.22 -0.07
0.08 0.64 0.22
0.28 0.52 -0.02
0.35 -0.32 -1.90
-0.21 -0.85 0.24
-0.37 0.10 -0.98
-0.09 -0.06 -0.21
0.87 0.65 0.84
-0.78 -0.64 1.63

Entry 5:
# C3H3N3O

2 unconnected molecules or ions with the total composition C3H3N3O in a non-equilibrium geometry (wB97M-V/def2-TZVPD, the OMol25 dataset).

Properties
Energy ... -355.6065 Eh
Lowest unoccupied orbital energy ... 0.872 eV
HOMO ... -0.377 Ha

CARTESIAN COORDINATES (ANGSTROEM)
O1 3.315689 -0.127835 0.289304
C1 2.413291 -0.787349 0.448140
N1 0.413576 0.488248 -0.133990
C2 -0.580157 1.272393 -0.480893
N2 -1.808038 0.702483 -0.375765
C3 -1.526915 -0.507006 0.064492
N3 -0.198244 -0.652123 0.215226
H1 0.449552 -1.379643 0.509849
H2 -0.392241 2.282663 -0.817450
H3 -2.245902 -1.287447 0.279669

Force components x, y, z for each atom (eV/Å):
-0.38 -0.41 0.11
1.37 0.21 0.03
-0.18 0.38 -0.15
0.04 0.10 -0.03
0.08 -0.09 0.04
-0.03 -0.27 0.08
-0.13 0.20 -0.09
-0.75 -0.13 0.00
-0.18 -0.12 0.03
0.16 0.12 -0.03

Entry 6:
# C3H3N3O

2 unconnected molecules or ions with the total composition C3H3N3O in a non-equilibrium geometry (wB97M-V/def2-TZVPD, the OMol25 dataset).

Properties
SMILES ... N=C=CC=O.N#N
Energy ... -355.6072 Eh
Lowest unoccupied orbital energy ... 0.422 eV
HOMO ... -0.355 Ha

CARTESIAN COORDINATES (ANGSTROEM)
N1 -1.373268 2.134561 -0.665091
C1 -0.403274 1.412216 -0.597467
C2 0.696200 0.688652 -0.428383
C3 0.787330 -0.146483 0.770376
O1 -0.051057 -0.181528 1.647853
H1 -2.219768 1.797230 -1.115713
H2 1.486168 0.710291 -1.170220
H3 1.684974 -0.796827 0.807407
N2 -0.596414 -2.861555 0.839189
N3 -0.010891 -2.756558 -0.087951

Force components x, y, z for each atom (eV/Å):
0.63 -0.45 0.01
-0.44 0.36 -0.07
-0.11 0.14 -0.01
-0.20 0.07 0.25
0.42 0.11 -0.26
0.05 0.00 0.03
-0.14 -0.02 0.08
-0.08 0.16 0.07
0.93 -0.03 -1.61
-1.05 -0.35 1.51

Entry 7:
# C3H3N3O

C3H3N3O in the gas phase (wB97M-V/def2-TZVPD, the OMol25 dataset).

Properties
SMILES ... [H]/N=N/C=C\N=C=O
Energy ... -355.5655 Eh
Lowest unoccupied orbital energy ... -0.268 eV
HOMO ... -0.349 Ha

CARTESIAN COORDINATES (ANGSTROEM)
H1 1.676999 2.303348 0.193420
N1 0.662863 2.181754 0.045649
N2 0.458666 0.950703 0.092451
C1 -0.879099 0.567164 -0.105443
C2 -1.132451 -0.750528 -0.150824
N3 -0.183677 -1.745817 0.002214
C3 1.023459 -1.745880 0.167182
O1 2.162157 -1.945404 0.324274
H2 -1.658205 1.317727 -0.233074
H3 -2.130714 -1.133071 -0.335850

Force components x, y, z for each atom (eV/Å):
-0.21 0.04 -0.02
0.03 -0.66 0.07
0.00 0.65 -0.06
-0.03 -0.24 -0.03
-0.04 0.23 -0.06
0.41 -0.08 0.04
0.33 -0.18 0.07
-0.82 0.21 -0.11
0.21 -0.11 0.01
0.12 0.15 0.09

Entry 8:
# C3H3N3O

C3H3N3O in the gas phase (wB97M-V/def2-TZVPD, the OMol25 dataset).

Properties
SMILES ... [H]/N=N/C=C\N=C=O
Energy ... -355.5532 Eh
Lowest unoccupied orbital energy ... -0.742 eV
HOMO ... -0.339 Ha

CARTESIAN COORDINATES (ANGSTROEM)
H1 -1.636306 -0.886212 -1.738415
N1 -0.997585 -1.414385 -1.120568
N2 -0.390375 -0.562297 -0.459415
C1 0.591396 -0.839386 0.469095
C2 1.019085 0.334297 1.004581
N3 0.446444 1.523010 0.623072
C3 -0.477311 1.429455 -0.249520
O1 -1.316767 1.872742 -0.942635
H2 0.938034 -1.845066 0.676891
H3 1.818551 0.405108 1.740223

Force components x, y, z for each atom (eV/Å):
0.00 -0.14 0.12
0.18 0.38 0.07
-0.04 -0.42 -0.04
-0.02 0.05 -0.04
0.14 -0.20 0.12
-0.22 -0.04 -0.28
-0.45 0.54 -0.28
0.67 -0.31 0.51
-0.03 0.21 -0.02
-0.24 -0.07 -0.17

Entry 9:
# C3H3N3O

C3H3N3O in the gas phase in a non-equilibrium geometry (wB97M-V/def2-TZVPD, the OMol25 dataset).

Properties
SMILES ... C=NNC(=O)C#N
Energy ... -355.5054 Eh
Lowest unoccupied orbital energy ... -0.526 eV
HOMO ... -0.373 Ha

CARTESIAN COORDINATES (ANGSTROEM)
C1 0.160342 -0.008426 2.662472
N1 0.164709 -0.224508 1.358933
N2 0.868936 0.377382 0.453917
C2 0.414981 0.147388 -0.845841
O1 0.977395 0.524209 -1.935394
C3 -1.093093 -0.277997 -0.862017
N3 -1.997849 -0.769703 -1.458641
H1 -0.625422 -0.522443 3.306118
H2 0.977361 0.342949 3.304909
H3 1.684956 1.137823 0.664978

Force components x, y, z for each atom (eV/Å):
-0.01 -1.95 -1.38
-2.49 0.26 4.90
3.43 2.17 -1.32
0.50 3.09 -3.73
-2.30 -2.06 5.28
-0.48 -2.13 -3.27
2.78 1.92 2.65
0.90 0.47 -1.48
0.03 0.79 -0.78
-2.37 -2.55 -0.87

Entry 10:
# C3H3N3O

C3H3N3O in the gas phase in a non-equilibrium geometry (wB97M-V/def2-TZVPD, the OMol25 dataset).

Properties
Energy ... -355.4842 Eh
Lowest unoccupied orbital energy ... -1.483 eV
HOMO ... -0.376 Ha

CARTESIAN COORDINATES (ANGSTROEM)
O1 2.640768 0.770248 0.057172
C1 1.942783 -0.204830 0.212506
N1 0.547748 -0.226855 0.106651
C2 -0.058079 0.840182 -0.306508
N2 -1.423593 0.884938 -0.404465
C3 -1.784057 -0.300097 -0.000940
N3 -1.480574 -1.422138 0.411444
H1 2.353065 -1.194606 0.466404
H2 0.458006 1.749433 -0.607710
H3 -2.826104 -0.815324 0.132833

Force components x, y, z for each atom (eV/Å):
-0.22 -0.43 0.08
0.34 0.25 -0.03
-0.19 0.23 -0.07
0.13 -0.12 0.02
-0.01 -0.24 0.08
-0.08 -0.61 0.22
0.45 0.91 -0.29
0.01 0.12 -0.02
0.05 -0.13 0.06
-0.47 0.02 -0.03